No. 1
The following is a DFT calculation (wB97M-V/def2-TZVPD) of an isolated molecule of CH2ClNO.

Its HOMO energy is -9.89 eV. The SMILES is O=NCCl.

Structure (XYZ):
```
6
Properties=species:S:1:pos:R:3:forces:R:3
Cl -1.219490 0.111495 1.409587 0.912 -0.314 -1.177
O -0.854775 -0.466628 -1.666859 0.753 0.385 1.256
N 0.176889 -0.156769 -1.135364 -0.306 -0.858 -1.460
C 0.305278 0.108780 0.258798 -0.739 -3.957 3.249
H 0.513757 1.118041 0.292451 1.378 1.989 0.308
H 1.078341 -0.714919 0.841387 -1.999 2.755 -2.176
```
Positions in Å, forces in eV/Å.

Formally, the Löwdin partial charges of the atoms, in units of the elementary charge, are as follows: 0.398 0.026 -0.113 -0.503 0.022 0.170

No. 2
The following is a DFT calculation (wB97M-V/def2-TZVPD) of a cluster of 2 separate species, CH2ClNO in total.

Its HOMO energy (alpha / beta) is -8.63 / -8.63 eV.

Structure (XYZ):
```
6
Properties=species:S:1:pos:R:3:forces:R:3
Cl 1.568222 -2.577229 -0.857274 0.799 -0.224 -0.579
O 0.494292 -1.820414 -0.009009 -1.073 2.116 0.864
N 0.631795 0.731714 0.147235 1.477 -1.729 -0.388
C -0.522683 1.089805 0.214798 -1.417 0.030 0.134
H -0.789794 2.151259 0.183421 0.272 0.230 0.036
H -1.381832 0.424865 0.320830 -0.058 -0.422 -0.068
```
Positions in Å, forces in eV/Å.

Formally, the Löwdin partial charges of the atoms, in units of the elementary charge, are as follows: 0.564 -0.805 0.184 -0.133 0.096 0.095

No. 3
The following is a DFT calculation (wB97M-V/def2-TZVPD) of a cluster of 2 separate species, CH2ClNOS in total.

Its HOMO energy (alpha / beta) is -10.52 / -9.62 eV.

Structure (XYZ):
```
7
Properties=species:S:1:pos:R:3:forces:R:3
Cl 0.351223 -0.187184 -2.007309 -1.070 0.830 0.625
S 2.923216 -0.555181 -0.593896 0.738 -0.921 2.281
O 4.270038 -1.100309 -0.321234 -1.242 0.434 -0.597
N 1.901410 -0.912655 0.516360 -0.223 1.868 -1.692
C 0.217384 0.530154 -0.435544 2.838 0.456 -0.830
H -0.458943 0.156975 0.267858 -0.988 -0.852 0.567
H 0.479935 1.635425 -0.334901 -0.053 -1.815 -0.354
```
Positions in Å, forces in eV/Å.

These are the Löwdin partial charges, in e, on atoms 1 to 6: 0.529 0.696 -0.541 -0.306 -0.439 -0.005

No. 4
The following is a DFT calculation (wB97M-V/def2-TZVPD) of a cluster of 2 separate species, CH2ClNOS2 in total.

Its HOMO energy (alpha / beta) is -9.50 / -9.41 eV. The SMILES is O=C(S)N=S.Cl.

Structure (XYZ):
```
8
Properties=species:S:1:pos:R:3:forces:R:3
Cl -0.996391 2.172055 -0.720445 0.044 0.169 0.226
S 2.418608 0.485641 -0.385418 -0.455 -0.101 0.039
S -0.034084 -0.888990 1.438840 0.376 0.220 -0.220
O -0.871271 -1.227407 -1.044334 -0.005 0.097 -0.658
N 1.199424 -0.335670 -0.828257 2.276 0.751 -1.212
C 0.041964 -0.799378 -0.402854 -1.952 -1.113 2.094
H -0.590324 2.182475 0.501769 -0.111 -0.007 -0.198
H -1.167927 -1.588727 1.440699 -0.173 -0.017 -0.072
```
Positions in Å, forces in eV/Å.

These are the Löwdin partial charges, in e, on atoms 1 to 6: 0.332 0.790 0.733 0.020 -0.493 -1.025